Entry 1:
64
Properties=species:S:1:pos:R:3:forces:R:3:nbo_charge:R:1 method="wB97M-V/def2-TZVPD" de_lowest_kcal_mol=0.00 homo_ev="-11.673 / -11.673" total_charge=+1 homo_lumo_gap_ha="0.3156 / 0.3158" total_energy_ev=-78516.8030 s_squared=3.752 spin_multiplicity=4
Nd 10.058 12.170 10.127 0.0 -0.2 0.6 2.083
C 12.283 17.075 10.177 -0.1 0.2 -0.5 -0.424
N 12.328 15.836 9.386 1.7 0.0 -0.2 -0.354
C 13.668 15.383 8.809 -1.6 1.7 0.6 -0.407
C 11.276 15.074 9.383 -0.5 -1.5 -0.8 0.698
O 11.204 13.925 8.834 -0.2 1.4 0.5 -0.721
C 10.072 15.647 10.104 -0.6 -1.2 0.8 -0.147
O 9.243 14.549 10.381 0.0 -0.5 -0.8 -0.550
C 8.018 14.755 11.037 0.4 0.7 -0.2 -0.173
C 7.364 13.418 10.948 -1.0 -2.4 0.4 0.741
O 7.747 12.541 10.084 -0.7 1.7 1.1 -0.738
N 6.394 13.132 11.824 0.8 0.4 0.4 -0.364
C 6.056 14.055 12.942 -1.5 -0.7 -0.3 -0.420
C 5.999 11.739 11.966 -0.8 -0.6 -0.2 -0.427
H 11.422 17.644 9.805 0.3 0.2 0.3 0.209
H 13.183 17.665 9.954 -0.3 -0.3 0.4 0.238
H 12.134 16.850 11.254 0.5 0.3 -0.6 0.221
H 13.530 14.348 8.536 0.3 -0.1 -0.3 0.247
H 14.338 15.492 9.670 0.3 -0.1 -0.6 0.221
H 13.897 16.099 7.961 0.0 -1.2 1.0 0.224
H 9.526 16.375 9.547 -0.3 0.7 -0.9 0.213
H 10.309 16.085 11.050 0.5 0.4 0.6 0.212
H 7.377 15.496 10.551 0.1 0.1 -0.3 0.214
H 8.221 15.108 12.052 -0.2 -0.4 0.0 0.252
H 6.130 15.078 12.599 0.1 0.2 0.1 0.207
H 6.640 13.881 13.848 0.3 -0.1 -0.3 0.237
H 4.972 13.900 13.218 1.2 0.0 -0.4 0.229
H 5.031 11.639 12.458 0.1 0.4 0.2 0.218
H 6.706 11.105 12.505 0.3 0.5 0.0 0.235
H 5.849 11.303 10.989 0.2 0.0 -0.3 0.230
O 13.472 11.610 12.828 0.4 -0.3 -0.2 -0.976
P 12.026 11.871 12.269 -0.3 -1.0 -0.4 2.567
O 11.954 12.949 11.184 0.2 0.2 1.2 -1.157
O 11.428 10.605 11.643 0.0 1.2 0.5 -1.154
O 11.342 12.368 13.637 0.2 0.1 -0.5 -1.069
P 9.768 12.746 13.770 -1.6 0.0 0.0 2.554
O 9.641 14.359 13.545 0.6 0.5 0.7 -1.040
O 9.250 12.374 15.109 0.5 0.2 -1.5 -1.081
O 9.168 12.289 12.422 0.7 0.0 0.4 -1.219
H 13.789 10.719 12.599 -0.1 0.4 0.1 0.527
H 9.693 14.890 14.367 0.1 -0.7 -0.4 0.516
C 10.355 4.033 6.267 0.5 0.7 -0.6 -0.646
C 10.379 5.340 7.036 -0.4 -0.2 0.5 0.098
C 10.257 6.605 6.450 0.4 -0.9 -2.1 -0.246
C 10.294 7.767 7.166 -0.8 1.3 -0.2 0.091
C 10.149 9.076 6.405 -0.8 -1.0 0.6 -0.635
C 10.320 7.733 8.573 0.2 -0.2 0.6 -0.184
C 10.128 8.901 9.434 0.6 -0.7 -0.9 0.467
O 9.850 10.052 9.065 0.0 0.0 -0.3 -0.690
C 10.493 6.464 9.195 -0.8 0.2 0.2 0.090
C 10.451 6.296 10.689 -0.4 0.6 1.1 -0.662
C 10.469 5.296 8.434 0.8 0.6 -0.1 -0.255
H 9.567 3.387 6.605 -0.3 -0.3 0.4 0.237
H 11.311 3.509 6.346 -0.1 0.0 0.3 0.238
H 10.199 4.167 5.196 -0.1 0.3 0.0 0.226
H 10.177 6.705 5.323 0.1 -0.3 1.5 0.220
H 10.115 8.865 5.331 -0.4 0.3 0.3 0.223
H 10.995 9.682 6.600 0.9 0.8 0.2 0.220
H 9.276 9.602 6.837 0.3 -0.1 -0.8 0.237
H 10.279 8.760 10.492 0.0 -0.2 0.5 0.179
H 11.081 6.968 11.314 -0.3 -0.1 -0.8 0.231
H 10.808 5.305 10.941 -0.3 -0.3 0.1 0.232
H 9.392 6.447 11.058 1.1 -0.4 -0.3 0.235
H 10.635 4.366 8.970 -0.2 -0.1 -0.3 0.222

Entry 2:
71
Properties=species:S:1:pos:R:3:forces:R:3:mulliken_charge:R:1 method="wB97M-V/def2-TZVPD" de_lowest_kcal_mol=5.82 homo_ev=-7.171 total_charge=-1 homo_lumo_gap_ha=0.3474 total_energy_ev=-55346.3440
Cl -0.534 -0.204 0.135 0.6 -0.2 -0.2 1.404
O -1.292 1.022 -0.001 -0.2 -0.3 0.3 -0.470
O -0.007 -0.343 1.471 -0.4 0.1 0.2 -0.673
O -1.326 -1.370 -0.208 -0.3 0.4 0.3 -0.765
O 0.578 -0.135 -0.781 0.4 0.1 -0.4 -0.202
C 4.257 -0.622 -0.923 -0.8 -0.1 0.7 -0.108
O 5.143 -0.682 -2.020 0.2 0.1 0.0 -0.566
H 4.324 0.292 -0.325 0.3 0.1 -0.2 0.067
H 3.206 -0.704 -1.217 0.0 0.0 -0.2 -0.027
H 4.444 -1.441 -0.228 0.2 -0.2 -0.2 0.262
H 5.237 0.206 -2.372 -0.1 0.0 -0.1 0.317
C -2.273 -0.265 -3.396 -0.7 -0.1 1.0 -0.045
O -1.835 0.634 -4.389 0.3 -0.4 -0.3 -0.588
H -2.905 0.297 -2.695 0.1 -0.3 0.3 -0.012
H -2.902 -1.092 -3.740 0.0 0.4 -0.8 0.387
H -1.492 -0.784 -2.832 0.3 0.5 0.0 -0.192
H -1.192 1.208 -3.942 0.1 0.0 -0.1 0.410
C -3.095 -3.135 2.580 0.5 0.1 -1.0 -0.425
O -2.609 -3.566 1.308 -0.2 -0.1 0.2 -0.556
H -2.345 -2.494 3.049 -0.1 0.0 0.3 0.182
H -4.025 -2.575 2.448 -0.1 0.0 0.3 0.152
H -3.263 -4.034 3.165 -0.1 0.1 0.2 0.290
H -2.374 -2.780 0.797 0.2 0.0 0.0 0.387
C -1.464 1.725 3.643 -0.3 0.0 -0.5 -0.140
O -2.085 2.919 4.128 0.2 -0.1 0.3 -0.570
H -1.697 0.897 4.310 0.0 0.2 0.2 0.244
H -1.870 1.483 2.657 0.2 -0.1 0.0 0.029
H -0.379 1.813 3.561 0.0 0.0 0.0 0.120
H -1.630 3.662 3.725 -0.1 0.0 -0.1 0.302
C 1.890 -2.864 0.874 0.5 -0.2 -0.7 0.205
O 2.916 -3.810 1.203 0.1 0.2 0.2 -0.610
H 0.910 -3.291 1.079 -0.1 0.4 0.2 0.409
H 2.105 -1.932 1.390 -0.3 -0.2 0.4 -0.262
H 1.953 -2.583 -0.184 -0.2 -0.2 0.0 -0.073
H 2.710 -4.636 0.760 0.0 0.0 0.0 0.301
C -4.552 0.028 0.647 0.7 -0.4 -0.2 -0.097
O -5.594 -0.696 0.000 -0.3 0.4 0.1 -0.558
H -4.279 0.893 0.044 -0.3 0.0 -0.1 -0.005
H -4.799 0.364 1.657 -0.1 -0.1 0.0 0.366
H -3.651 -0.595 0.664 0.0 0.1 0.3 -0.033
H -5.878 -1.399 0.588 0.1 -0.1 0.0 0.304
C 1.203 -2.257 -3.188 0.2 -0.6 0.0 0.057
O 1.889 -3.212 -4.018 -0.2 0.2 0.0 -0.608
H 1.904 -1.479 -2.887 -0.3 0.2 0.1 -0.066
H 0.368 -1.847 -3.749 0.1 0.1 -0.2 0.148
H 0.782 -2.755 -2.311 0.1 0.2 0.1 0.137
H 2.758 -3.342 -3.632 0.0 0.0 0.0 0.305
C 2.997 -0.166 3.773 -0.2 -0.5 -0.2 -0.265
O 2.777 -1.137 4.795 0.4 0.2 0.2 -0.565
H 2.967 0.823 4.225 -0.2 0.0 0.0 0.295
H 3.972 -0.271 3.286 0.0 -0.1 0.1 0.305
H 2.217 -0.288 3.017 0.0 0.4 -0.1 -0.080
H 3.132 -1.979 4.497 -0.1 0.0 -0.1 0.305
C 1.555 2.271 -3.157 -0.2 -0.7 0.9 -0.550
O 0.184 2.078 -2.812 -0.1 0.3 -0.2 -0.338
H 1.618 2.979 -3.975 0.0 0.0 -0.1 0.272
H 2.092 2.619 -2.271 0.1 0.3 -0.2 0.205
H 2.006 1.308 -3.417 0.0 0.1 -0.3 0.152
H 0.139 1.776 -1.895 0.0 -0.3 -0.1 0.141
C 2.442 2.277 1.109 -0.6 -0.7 0.5 -0.125
O 3.409 2.904 0.295 -0.1 0.2 -0.3 -0.559
H 2.421 1.184 1.020 0.3 0.1 -0.1 -0.073
H 2.550 2.529 2.170 0.1 0.1 -0.1 0.374
H 1.430 2.555 0.813 0.2 0.4 -0.2 0.099
H 4.285 2.682 0.616 0.0 -0.1 0.1 0.291
C -2.988 3.355 -1.656 0.2 0.1 0.0 -0.191
O -3.776 4.517 -1.387 -0.2 -0.2 -0.1 -0.581
H -2.532 3.477 -2.638 0.1 0.1 0.1 0.219
H -2.210 3.254 -0.898 0.0 -0.2 -0.1 0.137
H -3.564 2.427 -1.707 -0.2 0.1 0.2 0.090
H -4.354 4.307 -0.648 0.0 0.1 0.0 0.304

Entry 3:
24
Properties=species:S:1:pos:R:3:forces:R:3:nbo_charge:R:1 method="wB97M-V/def2-TZVPD" de_lowest_kcal_mol=164.45 homo_ev=-7.530 homo_lumo_gap_ha=0.3036 total_energy_ev=-17580.5793
C -1.411 0.337 -0.755 3.0 -0.3 0.8 -0.248
C -1.732 -1.129 -1.066 -2.5 2.5 -2.3 -0.066
C -0.073 -1.795 0.473 -1.4 1.6 -0.1 0.031
C -0.247 -0.631 1.125 -1.0 0.5 -0.7 -0.117
C -0.970 1.851 1.215 1.8 -1.3 0.4 -0.400
C 2.642 -0.159 0.458 0.7 1.8 2.2 0.305
N -1.053 0.475 0.713 -0.7 -1.8 -1.7 -0.450
N 2.549 -0.554 -0.744 -1.8 1.7 -1.2 0.273
O 1.821 0.324 -1.619 2.3 1.4 1.9 -0.559
O 2.899 -1.662 -1.159 0.5 -1.3 -0.7 -0.555
O -0.775 -1.984 -0.704 2.4 -2.8 -0.1 -0.508
O 3.350 -0.989 1.267 -0.6 0.8 -0.2 -0.669
H -0.420 0.515 -1.330 -1.8 0.5 0.6 0.172
H -2.203 1.031 -1.016 0.0 0.0 -0.1 0.210
H -2.718 -1.335 -0.736 -1.0 -0.6 1.7 0.168
H -2.034 -1.243 -2.171 1.5 0.2 1.0 0.182
H 1.262 -0.223 -2.113 -1.3 -2.0 -1.2 0.479
H 0.521 -2.625 0.860 -0.4 0.3 -0.5 0.218
H 0.112 -0.638 2.098 0.9 0.6 1.7 0.206
H -1.907 2.324 0.800 1.4 0.2 0.8 0.219
H -0.919 1.777 2.355 -0.5 0.5 -1.5 0.210
H 0.074 2.285 0.889 -2.2 0.0 0.3 0.172
H 2.305 0.875 0.848 0.6 -2.2 -0.9 0.219
H 3.579 -1.733 0.680 0.0 -0.2 0.0 0.508

Entry 4:
85
Properties=species:S:1:pos:R:3:forces:R:3:mulliken_charge:R:1 method="wB97M-V/def2-TZVPD" de_lowest_kcal_mol=0.00 homo_ev=-10.580 total_charge=+1 homo_lumo_gap_ha=0.1658 total_energy_ev=-135988.7322
Pt 1.141 -0.097 -0.193 -0.1 -2.2 0.9 2.046
C -3.911 -4.745 0.487 0.1 0.0 0.0 -0.608
C -2.625 -5.241 0.324 -0.1 0.0 0.1 -0.715
C -1.531 -4.399 0.455 0.3 0.0 -0.1 -0.316
C -1.738 -3.057 0.750 -0.1 0.3 -0.5 0.498
C -3.024 -2.552 0.910 0.0 0.2 0.0 -0.127
C -4.110 -3.403 0.784 0.0 0.0 0.0 -0.786
As -0.215 -1.910 1.035 1.1 0.4 0.1 1.344
C 1.346 -2.981 1.299 0.1 0.0 0.1 -0.217
C 2.035 -3.751 0.375 0.0 0.0 -0.1 -0.307
C 3.180 -4.421 0.783 0.0 0.0 0.0 -1.020
C 3.629 -4.296 2.092 0.0 0.0 0.0 -0.878
C 2.942 -3.514 3.011 0.0 0.0 0.0 -0.533
C 1.785 -2.850 2.625 -0.1 0.0 0.0 0.025
C 0.924 -2.025 3.504 0.0 0.0 -0.1 0.760
C 1.132 -1.787 4.856 0.0 -0.1 0.0 -0.600
C 0.221 -1.025 5.574 0.1 0.1 -0.1 -0.873
C -0.899 -0.486 4.956 0.0 0.0 0.0 -0.813
C -1.117 -0.702 3.604 -0.1 0.0 -0.1 -0.745
C -0.210 -1.470 2.894 0.1 0.3 0.1 0.413
H -4.761 -5.407 0.388 0.0 0.0 0.0 0.408
H -2.469 -6.288 0.102 0.0 0.0 0.0 0.437
H -0.530 -4.793 0.343 0.0 0.0 0.0 0.350
H -3.182 -1.508 1.146 0.0 0.0 0.0 0.382
H -5.112 -3.019 0.923 0.0 0.0 0.0 0.466
H 1.692 -3.813 -0.649 0.0 0.0 0.0 0.783
H 3.725 -5.037 0.081 0.0 0.0 0.0 0.455
H 4.525 -4.817 2.401 0.0 0.0 0.0 0.436
H 3.305 -3.435 4.027 0.0 0.0 0.0 0.459
H 1.999 -2.193 5.359 0.0 0.0 0.0 0.379
H 0.404 -0.821 6.619 0.0 0.0 0.0 0.381
H -1.597 0.109 5.529 0.0 0.0 0.0 0.442
H -1.997 -0.287 3.127 0.1 0.0 0.0 0.320
N 1.487 1.021 1.418 0.0 0.4 -0.2 -0.380
C 1.728 1.703 2.332 -0.3 -0.1 0.4 0.657
C 1.977 2.521 3.406 0.0 -0.1 -0.4 0.230
C 2.021 2.026 4.730 0.1 -0.1 0.1 -0.071
N 2.085 1.652 5.817 -0.1 -0.1 0.0 -0.503
C 2.198 3.892 3.125 0.1 0.2 -0.1 0.007
N 2.370 4.995 2.838 0.0 -0.1 0.0 -0.513
C 2.606 -1.651 -1.978 0.5 0.2 -0.4 -1.046
O 1.270 -1.421 -1.632 -0.8 0.1 0.3 -0.505
H 2.701 -2.666 -2.378 0.0 0.1 0.0 0.342
H 3.292 -1.588 -1.121 0.0 0.0 0.0 0.497
H 2.944 -0.941 -2.749 0.0 -0.2 0.2 0.213
C -2.966 1.257 0.479 -0.1 -0.2 -0.1 -0.401
Si -2.495 1.036 -1.335 0.2 0.2 0.1 0.395
C -3.376 2.374 -2.319 0.1 -0.1 0.0 -1.072
C -2.917 -0.660 -2.021 0.0 0.0 0.1 -1.016
Si -0.143 1.390 -1.417 -0.2 1.8 -1.6 -0.980
Si 0.657 1.301 -3.835 -0.6 -0.6 1.3 0.474
C -0.325 2.574 -4.796 0.1 0.0 0.0 -1.031
C 2.489 1.691 -3.809 0.0 -0.1 -0.1 -1.137
C 0.174 -0.405 -4.416 0.4 0.1 -0.5 -0.891
Si 0.588 3.685 -0.785 -0.8 -1.1 0.3 0.207
C 2.441 3.700 -0.556 0.0 0.2 0.0 -1.035
C 0.070 4.911 -2.102 0.1 0.0 -0.1 -1.126
C -0.467 4.037 0.732 0.5 0.3 0.2 -1.104
H -3.991 0.921 0.663 0.0 0.0 0.0 0.494
H -2.912 2.310 0.757 0.0 0.0 0.0 0.457
H -2.294 0.716 1.149 0.0 0.0 0.0 -0.496
H -4.453 2.222 -2.199 0.0 0.0 0.0 0.403
H -3.168 2.345 -3.389 0.0 0.0 0.1 0.319
H -3.150 3.374 -1.945 0.0 0.0 0.0 0.272
H -3.887 -0.988 -1.641 0.0 0.0 0.0 0.397
H -2.181 -1.422 -1.760 0.0 0.0 0.0 0.196
H -2.987 -0.624 -3.110 0.0 0.0 0.0 0.447
H -0.144 3.598 -4.483 0.0 0.0 0.0 0.259
H -1.398 2.380 -4.775 0.1 0.0 0.0 0.235
H -0.008 2.497 -5.842 0.0 0.0 0.0 0.405
H 2.647 2.771 -3.836 0.0 0.0 0.0 0.330
H 2.978 1.265 -4.689 0.0 0.0 0.0 0.473
H 2.992 1.297 -2.920 -0.1 0.1 -0.1 0.331
H -0.908 -0.481 -4.534 0.0 0.0 0.0 0.285
H 0.512 -1.178 -3.731 0.0 0.0 0.0 0.014
H 0.627 -0.577 -5.399 -0.1 -0.1 0.0 0.451
H 2.950 3.890 -1.503 0.0 0.0 0.0 0.380
H 2.825 2.771 -0.142 0.1 -0.1 0.0 0.244
H 2.705 4.501 0.137 0.1 0.0 0.0 0.533
H 0.632 4.801 -3.028 0.0 0.0 0.0 0.300
H 0.288 5.913 -1.718 0.0 0.0 0.1 0.436
H -0.997 4.868 -2.325 0.0 0.0 0.0 0.304
H -0.597 3.189 1.410 0.1 0.1 -0.1 0.191
H -1.454 4.378 0.417 0.0 0.0 0.0 0.381
H 0.007 4.852 1.289 -0.2 0.0 0.1 0.503

Entry 5:
10
Properties=species:S:1:pos:R:3:forces:R:3:nbo_charge:R:1 method="wB97M-V/def2-TZVPD" de_lowest_kcal_mol=16.19 homo_ev=-8.299 smiles=Oc1cnc[nH]1 homo_lumo_gap_ha=0.3297 total_energy_ev=-8203.1834
O -1.693 -1.110 -0.088 -0.1 0.1 -0.1 -0.663
C -0.618 -0.289 -0.073 0.3 0.2 0.0 0.397
C -0.440 1.059 -0.200 -0.3 0.0 0.0 -0.211
N 0.895 1.366 -0.051 0.1 -0.2 0.2 -0.435
C 1.499 0.231 0.154 0.1 0.1 0.2 0.146
N 0.621 -0.826 0.142 -0.1 0.0 0.0 -0.552
H -2.477 -0.555 -0.185 0.0 -0.2 0.0 0.493
H -1.186 1.831 -0.334 0.1 -0.2 -0.1 0.206
H 2.535 0.134 0.442 0.0 -0.2 -0.3 0.196
H 0.822 -1.813 0.191 0.0 0.2 0.1 0.423

Entry 6:
21
Properties=species:S:1:pos:R:3:forces:R:3:nbo_charge:R:1 method="wB97M-V/def2-TZVPD" de_lowest_kcal_mol=42.66 homo_ev=-10.770 smiles=O.O.O.O.O.O.O homo_lumo_gap_ha=0.3901 total_energy_ev=-14559.6114
O -1.992 -1.644 -1.149 0.3 2.0 -0.2 -0.947
H -2.196 -2.446 -0.721 -0.6 -1.6 0.8 0.481
H -2.253 -0.924 -0.543 -0.1 -0.6 -0.5 0.479
O -1.548 2.348 2.471 1.5 0.2 1.4 -0.973
H -0.651 1.899 2.396 -1.5 0.7 -0.2 0.481
H -1.422 2.896 3.292 -0.5 -0.7 -1.3 0.460
O 3.253 -0.349 0.052 -0.8 1.4 0.1 -0.951
H 3.151 0.604 -0.210 0.2 -1.4 0.2 0.455
H 2.332 -0.629 0.249 0.7 -0.1 -0.4 0.489
O 0.443 -1.001 0.287 1.6 0.7 -0.3 -0.981
H -0.325 -1.523 0.197 -1.2 -0.9 -0.1 0.485
H 0.371 -0.410 1.035 -0.3 0.2 0.6 0.495
O -0.531 0.984 -1.705 -0.6 0.7 0.0 -0.943
H -1.285 1.291 -1.183 0.2 0.2 -0.2 0.457
H -0.328 0.147 -1.300 0.6 -0.6 0.3 0.478
O 0.030 -2.031 -3.221 0.5 -0.5 -0.3 -0.959
H -0.063 -1.522 -4.032 -0.2 0.1 0.3 0.471
H -0.516 -1.641 -2.541 -0.4 0.3 -0.1 0.482
O 0.847 1.125 2.120 0.1 0.0 -0.5 -0.952
H 1.456 1.577 1.525 0.0 0.0 -0.2 0.499
H 1.227 1.249 2.982 0.4 -0.2 0.7 0.494

Entry 7:
14
Properties=species:S:1:pos:R:3:forces:R:3:nbo_charge:R:1 method="wB97M-V/def2-TZVPD" de_lowest_kcal_mol=51.90 homo_ev=-8.771 smiles="CN1CN=C[C@H]1F" homo_lumo_gap_ha=0.3619 total_energy_ev=-9956.5315
C 1.893 0.020 0.099 -3.1 -3.8 -0.9 0.069
C 0.148 1.322 -0.348 -1.5 -1.5 2.4 -0.080
C 0.477 -0.933 -0.546 3.3 0.0 0.3 0.329
C -1.612 -0.257 0.444 0.3 0.2 1.0 -0.420
N 1.470 1.156 0.222 0.2 2.5 0.0 -0.407
N -0.572 0.008 -0.502 1.4 0.8 -2.4 -0.485
F 0.225 -2.033 0.203 -0.2 -0.8 1.0 -0.360
H 2.820 -0.410 0.438 0.3 0.1 0.0 0.193
H -0.426 1.841 0.424 -0.1 0.8 -0.8 0.198
H 0.247 1.707 -1.314 0.0 1.4 -1.2 0.205
H 0.869 -1.381 -1.472 -0.7 0.8 -0.4 0.152
H -2.094 -1.198 0.407 -0.3 -1.1 -0.9 0.219
H -1.055 -0.309 1.315 0.4 -0.2 2.9 0.177
H -2.390 0.467 0.628 0.0 0.8 -0.8 0.210

Entry 8:
9
Properties=species:S:1:pos:R:3:forces:R:3:nbo_charge:R:1 method="wB97M-V/def2-TZVPD" de_lowest_kcal_mol=13.56 homo_ev=-20.138 total_charge=+2 homo_lumo_gap_ha=0.3042 total_energy_ev=-11941.4914
Sn 2.397 0.345 -0.726 1.0 0.0 -0.4 1.813
C -0.069 -0.321 -0.350 -5.5 4.7 4.9 0.752
O 0.695 -0.707 -1.187 5.0 -2.5 -4.0 -0.793
N -0.295 -0.835 0.834 1.1 -2.7 0.5 -0.756
N -0.588 0.925 -0.427 0.1 0.2 -0.5 -0.771
H -1.071 -0.621 1.444 0.0 0.2 0.0 0.463
H 0.310 -1.605 1.082 -0.7 -0.7 0.2 0.435
H -1.230 1.174 0.312 0.1 0.7 -0.2 0.440
H -0.148 1.644 -0.982 -1.0 0.0 -0.6 0.419